Molecular formula: C34H34BBaN14O2S
Method: DFT, ωB97M-V/def2-TZVPD

Results
molar mass: 850.949 g/mol
DFT total energy: -2681.7933 Ha
LUMO level (alpha / beta): -0.2 / -3.1 eV
ΔE to the lowest compared entry with this formula, charge and spin: 14.38 kcal per mole

ORCA input file:
```
! wB97M-V def2-TZVPD RIJCOSX def2/J DEFGRID3
* xyz 0 2
Ba 0.02 0.67 0.03
C 2.87 -1.60 3.31
C 2.69 -0.62 2.32
N 1.42 -0.23 2.28
N 0.76 -0.93 3.22
C 1.61 -1.76 3.85
B -0.79 -0.85 3.49
N -1.55 -1.73 2.47
C -2.68 -2.47 2.59
C -3.00 -3.00 1.36
C -2.00 -2.51 0.51
N -1.14 -1.76 1.18
N -1.34 0.61 3.47
C -2.13 1.21 4.38
C -2.53 2.43 3.88
C -1.93 2.49 2.62
N -1.23 1.40 2.39
N -0.95 -1.35 4.94
C -0.36 -0.78 6.01
C -0.73 -1.49 7.13
C -1.56 -2.50 6.63
N -1.69 -2.41 5.31
H 3.78 -2.10 3.60
H 3.40 -0.18 1.65
H 1.26 -2.40 4.64
H -3.14 -2.59 3.55
H -3.82 -3.64 1.12
H -1.85 -2.67 -0.55
H -2.36 0.72 5.32
H -3.16 3.16 4.36
H -1.97 3.26 1.86
H 0.28 0.08 5.89
H -0.43 -1.30 8.15
H -2.06 -3.29 7.16
O 1.01 2.78 0.36
N 1.52 3.94 0.05
C 2.69 4.29 0.64
C 3.31 5.47 0.36
C 2.68 6.33 -0.56
C 1.50 5.97 -1.14
C 0.85 4.74 -0.86
S -0.57 4.22 -1.58
H 3.04 3.53 1.33
H 4.24 5.72 0.85
H 3.13 7.28 -0.81
H 1.00 6.62 -1.84
C 1.60 -2.72 -1.11
N 1.84 -1.31 -1.33
C 3.00 -0.94 -1.72
C 3.32 0.43 -2.00
C 4.62 0.95 -2.30
C 4.46 2.28 -2.47
C 3.04 2.53 -2.28
N 2.38 1.43 -2.00
C 0.81 -3.30 -2.26
C -0.20 -2.56 -2.88
C -0.94 -3.12 -3.91
C -0.69 -4.41 -4.33
C 0.31 -5.15 -3.73
C 1.06 -4.60 -2.70
H 1.01 -2.80 -0.19
H 2.54 -3.27 -0.97
H 3.79 -1.68 -1.87
H 5.53 0.37 -2.36
H 5.21 3.03 -2.70
H 2.53 3.48 -2.38
H -0.39 -1.55 -2.56
H -1.72 -2.53 -4.38
H -1.28 -4.85 -5.14
H 0.52 -6.16 -4.06
H 1.85 -5.18 -2.23
C -4.85 0.07 -2.19
N -3.57 0.35 -2.83
C -3.42 0.40 -4.17
C -2.23 0.66 -4.75
C -1.13 0.85 -3.86
N -1.26 0.79 -2.55
C -2.47 0.56 -1.99
O -2.63 0.53 -0.77
N 0.10 1.12 -4.32
H -5.61 0.00 -2.97
H -5.10 0.88 -1.51
H -4.79 -0.86 -1.63
H -4.32 0.23 -4.75
H -2.13 0.72 -5.82
H 0.29 1.21 -5.30
H 0.83 1.33 -3.65
*
```


Molecular formula: C34H34BO6P
Method: DFT, ωB97M-V/def2-TZVPD

Results
molar mass: 580.426 g/mol
DFT total energy: -2133.5331 Ha
LUMO level: -1.2 eV
ΔE to the lowest compared entry with this formula, charge and spin: 88.89 kcal per mole
SMILES: O=C1c2ccccc2C(=O)c2ccccc21.O=C1c2ccccc2C(=O)c2ccccc21.CCCC[PH3]B(O)OCC

ORCA input file:
```
! wB97M-V def2-TZVPD RIJCOSX def2/J DEFGRID3
* xyz 0 1
O 3.37 -5.43 -4.52
C 3.01 -4.44 -3.90
C 1.98 -4.55 -2.85
C 1.44 -5.81 -2.54
C 0.49 -5.93 -1.52
C 0.09 -4.80 -0.80
C 0.62 -3.54 -1.12
C 1.56 -3.42 -2.15
C 2.09 -2.09 -2.50
O 1.68 -1.09 -1.92
C 3.13 -1.98 -3.54
C 3.67 -0.72 -3.85
C 4.68 -0.62 -4.80
C 5.16 -1.76 -5.45
C 4.61 -3.01 -5.16
C 3.59 -3.12 -4.20
H 1.75 -6.69 -3.09
H 0.08 -6.90 -1.27
H -0.63 -4.89 0.00
H 0.29 -2.67 -0.57
H 3.32 0.17 -3.34
H 5.11 0.36 -5.04
H 5.95 -1.67 -6.19
H 4.98 -3.89 -5.67
O -0.83 -4.40 3.19
C -1.19 -3.40 3.80
C -2.22 -3.51 4.86
C -2.76 -4.77 5.17
C -3.71 -4.89 6.19
C -4.11 -3.76 6.91
C -3.58 -2.51 6.58
C -2.64 -2.38 5.55
C -2.11 -1.05 5.21
O -2.52 -0.05 5.79
C -1.07 -0.94 4.17
C -0.53 0.31 3.86
C 0.48 0.42 2.90
C 0.96 -0.72 2.25
C 0.41 -1.97 2.55
C -0.61 -2.08 3.51
H -2.45 -5.65 4.62
H -4.12 -5.86 6.44
H -4.83 -3.85 7.71
H -3.91 -1.63 7.14
H -0.88 1.21 4.37
H 0.91 1.40 2.67
H 1.75 -0.64 1.51
H 0.78 -2.85 2.04
C 0.35 1.99 -0.81
C 0.28 2.83 -2.26
C 1.56 3.85 -2.24
C 1.19 5.44 -2.37
P -0.03 6.10 -1.06
B -1.41 6.78 0.15
O -1.03 7.35 1.46
O -2.84 6.71 -0.23
C -3.15 5.47 -0.95
C -4.79 5.17 -1.03
H 1.47 1.67 -0.56
H -0.31 1.02 -0.82
H 0.03 2.68 0.11
H 0.45 2.03 -3.11
H -0.77 3.39 -2.35
H 2.22 3.57 -3.20
H 2.23 3.65 -1.30
H 2.20 6.04 -2.23
H 0.79 5.72 -3.46
H -0.15 4.84 -0.37
H 0.95 7.04 -0.53
H -0.87 6.57 -2.14
H -0.59 6.66 2.04
H -2.81 5.56 -2.09
H -2.62 4.51 -0.54
H -5.16 5.17 0.09
H -5.06 4.18 -1.61
H -5.32 6.07 -1.61
*
```


Molecular formula: C34H34BiCl2GeN4O
Method: DFT, ωB97M-V/def2-TZVPD

Results
molar mass: 867.169 g/mol
DFT total energy: -4822.1249 Ha
LUMO level (alpha / beta): 2.4 / 2.4 eV

ORCA input file:
```
! wB97M-V def2-TZVPD RIJCOSX def2/J DEFGRID3
* xyz -1 1
Bi -0.42 -1.04 -0.34
C 3.27 -2.14 1.04
C 3.19 -0.63 0.73
N 2.70 -0.41 -0.62
C 3.57 -0.83 -1.70
C 2.85 -1.65 -2.78
N 2.14 -2.86 -2.39
C 2.82 -3.82 -1.52
C 2.13 -4.01 -0.16
N 2.05 -2.81 0.65
H 4.11 -2.58 0.50
H 3.49 -2.26 2.11
H 2.48 -0.16 1.41
H 4.19 -0.18 0.90
H 2.40 0.55 -0.73
H 4.06 0.02 -2.19
H 4.37 -1.45 -1.29
H 2.12 -1.00 -3.28
H 3.61 -1.92 -3.53
H 1.23 -2.66 -2.01
H 2.81 -4.80 -2.00
H 3.87 -3.55 -1.40
H 1.11 -4.32 -0.37
H 2.64 -4.84 0.37
H 1.41 -2.92 1.42
Cl -2.19 -6.10 -2.31
C -2.85 -5.15 -1.01
C -4.06 -5.53 -0.46
C -4.60 -4.82 0.59
Cl -6.11 -5.36 1.28
C -3.94 -3.69 1.11
C -4.42 -2.95 2.21
C -3.70 -1.87 2.66
C -2.55 -1.48 1.97
N -2.07 -2.15 0.94
C -2.71 -3.28 0.51
C -2.10 -4.03 -0.57
O -0.98 -3.70 -1.04
H -4.58 -6.40 -0.84
H -5.35 -3.23 2.68
H -4.02 -1.29 3.51
H -1.97 -0.59 2.22
C -0.36 0.40 1.19
Ge -0.14 2.13 0.42
C -2.02 2.53 -0.18
C -2.58 1.84 -1.25
C -3.92 1.96 -1.58
C -4.75 2.77 -0.81
C -4.22 3.46 0.26
C -2.86 3.36 0.56
C 1.06 2.71 -1.08
C 0.65 2.69 -2.42
C 1.57 2.89 -3.45
C 2.91 3.10 -3.16
C 3.33 3.13 -1.84
C 2.41 2.93 -0.82
C 0.26 3.46 1.84
C 0.21 4.84 1.62
C 0.50 5.73 2.64
C 0.87 5.27 3.89
C 0.93 3.90 4.13
C 0.62 3.01 3.11
H -1.96 1.17 -1.84
H -4.32 1.41 -2.42
H -5.81 2.84 -1.04
H -4.86 4.09 0.87
H -2.46 3.91 1.41
H -0.39 2.55 -2.66
H 1.23 2.87 -4.48
H 3.62 3.25 -3.97
H 4.37 3.31 -1.61
H 2.74 2.96 0.22
H -0.07 5.21 0.64
H 0.45 6.80 2.46
H 1.11 5.96 4.69
H 1.22 3.53 5.10
H 0.65 1.94 3.28
*
```


Molecular formula: C34H34Cl2F5NO
Method: DFT, ωB97M-V/def2-TZVPD

Results
molar mass: 638.548 g/mol
DFT total energy: -2865.7006 Ha
LUMO level: 0.4 eV
SMILES: Fc1ccccc1.Fc1ccccc1.Fc1ccccc1.Fc1ccccc1.Fc1ccccc1.CNC(C)=O.ClCCl

ORCA input file:
```
! wB97M-V def2-TZVPD RIJCOSX def2/J DEFGRID3
* xyz 0 1
F -0.89 -1.53 -4.65
C -1.21 -2.24 -3.56
C -2.50 -2.73 -3.42
C -2.83 -3.45 -2.30
C -1.90 -3.67 -1.29
C -0.63 -3.17 -1.43
C -0.28 -2.44 -2.56
H -3.21 -2.58 -4.23
H -3.87 -3.73 -2.14
H -2.27 -4.13 -0.38
H 0.13 -3.25 -0.65
H 0.71 -1.99 -2.60
F -2.17 4.65 6.12
C -1.74 4.46 4.87
C -2.33 5.18 3.84
C -1.88 4.98 2.54
C -0.80 4.16 2.29
C -0.18 3.49 3.33
C -0.68 3.60 4.62
H -3.10 5.91 4.05
H -2.44 5.48 1.76
H -0.40 4.03 1.29
H 0.66 2.82 3.17
H -0.22 2.99 5.39
F -3.36 -5.37 3.50
C -2.32 -4.56 3.23
C -1.04 -5.04 3.45
C 0.02 -4.23 3.07
C -0.20 -3.00 2.50
C -1.48 -2.49 2.34
C -2.56 -3.29 2.73
H -0.86 -5.97 3.97
H 1.03 -4.63 3.10
H 0.61 -2.39 2.11
H -1.71 -1.51 1.93
H -3.57 -2.94 2.64
F -4.51 -1.80 0.73
C -4.05 -0.55 0.53
C -3.84 0.23 1.68
C -3.35 1.51 1.53
C -2.99 1.96 0.26
C -3.23 1.18 -0.86
C -3.80 -0.08 -0.74
H -4.21 -0.15 2.62
H -3.15 2.17 2.36
H -2.53 2.93 0.11
H -2.94 1.59 -1.82
H -3.96 -0.73 -1.59
F 6.42 3.43 -3.14
C 5.21 3.42 -3.74
C 4.08 3.41 -2.94
C 2.84 3.37 -3.56
C 2.73 3.50 -4.94
C 3.87 3.55 -5.72
C 5.13 3.49 -5.11
H 4.18 3.39 -1.86
H 1.99 3.24 -2.91
H 1.75 3.55 -5.42
H 3.81 3.60 -6.80
H 6.04 3.57 -5.69
C 3.55 -1.03 -1.78
N 3.67 -1.33 -0.37
C 3.37 -2.50 0.21
C 3.62 -2.61 1.69
O 2.91 -3.45 -0.41
H 2.86 -1.72 -2.26
H 4.51 -1.02 -2.28
H 3.16 -0.01 -1.90
H 4.02 -0.62 0.24
H 4.59 -3.09 1.85
H 2.89 -3.26 2.16
H 3.57 -1.63 2.16
Cl 0.50 0.41 1.48
C 0.23 0.10 -0.23
Cl 0.78 1.39 -1.31
H 0.64 -0.86 -0.54
H -0.85 0.04 -0.35
*
```


Molecular formula: C34H34I2N8O3STi
Method: DFT, ωB97M-V/def2-TZVPD

Results
molar mass: 936.441 g/mol
DFT total energy: -3822.7812 Ha
LUMO level (alpha / beta): -3.5 / -3.6 eV
ΔE to the lowest compared entry with this formula, charge and spin: 3.90 kcal per mole

ORCA input file:
```
! wB97M-V def2-TZVPD RIJCOSX def2/J DEFGRID3
* xyz 1 2
Ti 0.68 0.16 0.96
I 4.13 -3.89 6.36
C 2.87 -2.99 4.96
C 1.94 -3.76 4.28
C 1.10 -3.14 3.36
I -0.26 -4.30 2.30
C 1.17 -1.77 3.10
O 0.34 -1.22 2.21
C 2.14 -1.01 3.79
C 2.34 0.46 3.52
N 1.11 1.11 3.02
C 1.16 2.57 3.03
C 1.72 3.09 1.73
C 2.17 4.40 1.62
C 2.63 4.85 0.40
C 2.65 3.97 -0.67
C 2.20 2.68 -0.48
N 1.72 2.25 0.69
C 2.97 -1.63 4.71
H 1.86 -4.82 4.45
H 3.12 0.60 2.77
H 2.66 0.94 4.45
H 0.34 0.80 3.60
H 1.75 2.95 3.86
H 0.15 2.95 3.16
H 2.16 5.04 2.49
H 2.99 5.87 0.29
H 3.02 4.27 -1.64
H 2.23 1.96 -1.29
H 3.70 -1.04 5.25
O 3.00 0.03 -2.04
S 3.41 -0.64 -0.80
N 2.52 -0.50 0.38
C -0.36 6.50 -3.36
C -0.67 5.44 -2.35
C -0.53 4.09 -2.65
C -0.79 3.10 -1.72
C -0.67 1.66 -2.15
C -1.23 3.49 -0.44
C -1.49 2.52 0.61
O -0.93 1.44 0.74
C -1.42 4.85 -0.12
C -1.91 5.30 1.23
C -1.12 5.80 -1.08
H -0.11 6.07 -4.33
H 0.49 7.11 -3.03
H -1.21 7.17 -3.49
H -0.22 3.80 -3.65
H -0.70 1.59 -3.23
H -1.46 1.04 -1.74
H 0.28 1.22 -1.84
H -2.21 2.81 1.38
H -1.25 4.96 2.04
H -2.91 4.93 1.45
H -1.94 6.39 1.28
H -1.24 6.85 -0.84
C -2.47 -1.51 0.81
C -1.50 -1.79 -0.28
N -0.36 -1.16 -0.53
C 0.17 -1.74 -1.66
C -0.65 -2.72 -2.09
N -1.70 -2.74 -1.20
C -2.83 -3.68 -1.18
N -2.74 -4.62 -2.24
N -3.37 -4.38 -3.42
N -3.08 -5.30 -4.25
C -2.23 -6.20 -3.64
C -1.63 -7.36 -4.12
C -0.80 -8.04 -3.26
C -0.56 -7.58 -1.95
C -1.14 -6.44 -1.46
C -1.99 -5.76 -2.34
H -2.07 -0.75 1.48
H -2.65 -2.41 1.41
H -3.42 -1.16 0.41
H 1.09 -1.40 -2.11
H -0.59 -3.39 -2.93
H -3.76 -3.14 -1.29
H -2.83 -4.21 -0.23
H -1.82 -7.71 -5.13
H -0.32 -8.95 -3.59
H 0.11 -8.15 -1.32
H -0.94 -6.08 -0.46
*
```


Molecular formula: C34H34N2O5P2PdS
Method: DFT, ωB97M-V/def2-TZVPD

Results
molar mass: 751.090 g/mol
DFT total energy: -3010.0778 Ha
LUMO level: -6.8 eV
ΔE to the lowest compared entry with this formula, charge and spin: 0.65 kcal per mole

ORCA input file:
```
! wB97M-V def2-TZVPD RIJCOSX def2/J DEFGRID3
* xyz 2 1
Pd 0.84 0.33 -0.05
C -0.80 -2.60 0.68
N -0.44 -2.57 2.07
C 0.50 -1.63 2.62
P 1.80 -0.93 1.53
C 2.93 -0.15 2.66
C 2.47 0.76 3.63
C 3.36 1.30 4.53
C 4.71 0.96 4.47
C 5.17 0.07 3.51
C 4.28 -0.49 2.61
C 2.59 -2.25 0.62
C 3.23 -1.93 -0.58
C 3.82 -2.94 -1.33
C 3.77 -4.25 -0.88
C 3.13 -4.57 0.31
C 2.53 -3.57 1.06
C -1.18 -3.36 2.97
C -1.16 -3.09 4.35
C -1.90 -3.87 5.23
C -2.68 -4.92 4.77
C -2.71 -5.19 3.41
C -1.97 -4.42 2.52
P -2.36 -1.72 0.26
C -3.40 -2.69 -0.77
C -4.74 -2.33 -0.90
C -5.56 -3.02 -1.78
C -5.03 -4.07 -2.53
C -3.70 -4.42 -2.41
C -2.87 -3.74 -1.53
C -3.15 -1.13 1.73
C -2.74 0.08 2.30
C -3.28 0.46 3.52
C -4.21 -0.36 4.16
C -4.61 -1.56 3.59
C -4.08 -1.95 2.37
H -0.87 -3.63 0.34
H 0.00 -2.18 0.07
H 1.08 -2.15 3.40
H 0.05 -0.76 3.12
H 1.42 1.03 3.67
H 3.01 1.99 5.29
H 5.40 1.39 5.19
H 6.22 -0.19 3.48
H 4.64 -1.19 1.87
H 3.30 -0.91 -0.92
H 4.32 -2.70 -2.26
H 4.23 -5.04 -1.47
H 3.10 -5.59 0.66
H 2.03 -3.82 1.99
H -0.59 -2.26 4.74
H -1.87 -3.64 6.28
H -3.26 -5.52 5.46
H -3.30 -6.01 3.03
H -2.03 -4.68 1.47
H -5.15 -1.50 -0.33
H -6.60 -2.74 -1.89
H -5.67 -4.61 -3.21
H -3.29 -5.23 -3.00
H -1.83 -4.02 -1.47
H -2.04 0.72 1.79
H -3.00 1.40 3.97
H -4.63 -0.06 5.11
H -5.33 -2.19 4.09
H -4.38 -2.89 1.92
C 1.58 4.11 1.91
C 1.13 3.12 0.89
N 0.73 3.56 -0.29
O 1.14 1.89 1.22
H 2.22 4.87 1.45
H 2.13 3.60 2.70
H 0.71 4.61 2.33
H 0.76 4.55 -0.48
H 0.31 2.95 -0.98
O -1.98 -0.35 -0.49
S -1.03 -0.09 -1.83
O -1.86 -0.23 -2.96
O 0.09 -1.02 -1.61
O -0.51 1.25 -1.50
*
```


- Number 2 is which compound?
  C34H34BO6P


Please write out number 3 again, unchanged.
Molecular formula: C34H34BiCl2GeN4O
Method: DFT, ωB97M-V/def2-TZVPD

Results
molar mass: 867.169 g/mol
DFT total energy: -4822.1249 Ha
LUMO level (alpha / beta): 2.4 / 2.4 eV

ORCA input file:
```
! wB97M-V def2-TZVPD RIJCOSX def2/J DEFGRID3
* xyz -1 1
Bi -0.42 -1.04 -0.34
C 3.27 -2.14 1.04
C 3.19 -0.63 0.73
N 2.70 -0.41 -0.62
C 3.57 -0.83 -1.70
C 2.85 -1.65 -2.78
N 2.14 -2.86 -2.39
C 2.82 -3.82 -1.52
C 2.13 -4.01 -0.16
N 2.05 -2.81 0.65
H 4.11 -2.58 0.50
H 3.49 -2.26 2.11
H 2.48 -0.16 1.41
H 4.19 -0.18 0.90
H 2.40 0.55 -0.73
H 4.06 0.02 -2.19
H 4.37 -1.45 -1.29
H 2.12 -1.00 -3.28
H 3.61 -1.92 -3.53
H 1.23 -2.66 -2.01
H 2.81 -4.80 -2.00
H 3.87 -3.55 -1.40
H 1.11 -4.32 -0.37
H 2.64 -4.84 0.37
H 1.41 -2.92 1.42
Cl -2.19 -6.10 -2.31
C -2.85 -5.15 -1.01
C -4.06 -5.53 -0.46
C -4.60 -4.82 0.59
Cl -6.11 -5.36 1.28
C -3.94 -3.69 1.11
C -4.42 -2.95 2.21
C -3.70 -1.87 2.66
C -2.55 -1.48 1.97
N -2.07 -2.15 0.94
C -2.71 -3.28 0.51
C -2.10 -4.03 -0.57
O -0.98 -3.70 -1.04
H -4.58 -6.40 -0.84
H -5.35 -3.23 2.68
H -4.02 -1.29 3.51
H -1.97 -0.59 2.22
C -0.36 0.40 1.19
Ge -0.14 2.13 0.42
C -2.02 2.53 -0.18
C -2.58 1.84 -1.25
C -3.92 1.96 -1.58
C -4.75 2.77 -0.81
C -4.22 3.46 0.26
C -2.86 3.36 0.56
C 1.06 2.71 -1.08
C 0.65 2.69 -2.42
C 1.57 2.89 -3.45
C 2.91 3.10 -3.16
C 3.33 3.13 -1.84
C 2.41 2.93 -0.82
C 0.26 3.46 1.84
C 0.21 4.84 1.62
C 0.50 5.73 2.64
C 0.87 5.27 3.89
C 0.93 3.90 4.13
C 0.62 3.01 3.11
H -1.96 1.17 -1.84
H -4.32 1.41 -2.42
H -5.81 2.84 -1.04
H -4.86 4.09 0.87
H -2.46 3.91 1.41
H -0.39 2.55 -2.66
H 1.23 2.87 -4.48
H 3.62 3.25 -3.97
H 4.37 3.31 -1.61
H 2.74 2.96 0.22
H -0.07 5.21 0.64
H 0.45 6.80 2.46
H 1.11 5.96 4.69
H 1.22 3.53 5.10
H 0.65 1.94 3.28
*
```